No. 1
Formula: C12H18IN2
Source: the Open Molecules 2025 dataset
Level of theory: ωB97M-V/def2-TZVPD

CARTESIAN COORDINATES (ANGSTROEM)
C  -1.176  1.681  2.437
C  -1.217  0.741  1.497
C  0.670  -0.779  -0.252
C  0.916  1.017  -3.477
C  -0.748  -0.646  3.387
C  2.305  0.405  -3.171
C  -1.623  -1.319  2.287
C  0.161  0.511  -2.284
C  -0.265  0.566  2.713
C  2.399  0.227  -1.669
C  -1.815  -0.436  1.109
C  -2.822  -0.592  0.043
N  1.011  -0.023  -1.228
N  1.565  -1.104  0.670
I  3.027  2.172  -0.508
H  -1.797  2.392  2.721
H  1.011  2.128  -3.488
H  0.557  0.651  -4.464
H  -1.319  -0.534  4.272
H  0.094  -1.272  3.553
H  2.514  -0.576  -3.607
H  3.031  1.192  -3.670
H  -1.205  -2.212  1.812
H  -2.732  -1.439  2.529
H  -0.217  1.350  -1.778
H  -0.623  -0.159  -2.449
H  0.839  0.612  2.520
H  3.114  -0.518  -1.249
H  -3.776  -0.401  0.652
H  -3.014  -1.553  -0.375
H  -2.755  0.195  -0.707
H  1.468  -1.713  1.463
H  2.421  -0.565  0.712

Energy relative to the best compared isomer or geometry (same formula, charge and spin) ... 171.89 kcal/mol
Highest occupied orbital energy ... -11.562 eV
Kohn-Sham gap ... 6.6544 eV
Total charge ... +1
E_tot ... -874.7718 Ha
LUMO energy ... -4.91 eV


No. 2
Formula: C12H18N2
Source: the Open Molecules 2025 dataset
Level of theory: ωB97M-V/def2-TZVPD

CARTESIAN COORDINATES (ANGSTROEM)
C  3.505  -1.462  -0.097
C  2.555  -0.300  -0.151
C  3.169  0.922  0.347
C  2.362  1.970  0.085
C  0.894  2.048  0.110
C  0.355  0.761  0.099
C  -1.737  1.351  -0.799
C  -2.837  0.315  -1.218
C  -2.866  -0.360  1.215
C  -1.521  0.072  1.599
C  1.222  -0.399  -0.118
C  0.584  -1.785  -0.401
H  3.646  -2.105  0.961
H  3.249  -2.028  -0.992
H  4.770  -1.275  -0.458
H  4.226  1.055  0.567
H  2.839  3.044  -0.031
H  0.133  2.814  -0.074
H  -2.006  2.340  -0.372
H  -1.294  1.520  -1.739
H  -4.140  0.695  -1.502
H  -2.708  -0.182  -2.201
H  -1.985  -1.345  -0.527
H  -3.365  -1.288  1.764
H  -3.791  0.466  1.251
H  -1.255  0.646  2.400
H  -1.052  -0.886  1.857
H  -0.346  -1.435  -0.839
H  1.069  -2.401  -1.145
H  0.247  -2.358  0.491
N  -0.977  0.414  0.202
N  -2.945  -0.826  -0.282

Energy relative to the best compared isomer or geometry (same formula, charge and spin) ... 155.88 kcal/mol
Highest occupied orbital energy ... -8.262 eV
Kohn-Sham gap ... 9.0590 eV
E_tot ... -577.3009 Ha
LUMO energy ... 0.80 eV


No. 3
Formula: C12H18N3O4P
Source: the Open Molecules 2025 dataset
Level of theory: ωB97M-V/def2-TZVPD

CARTESIAN COORDINATES (ANGSTROEM)
O  -0.889  0.271  -2.180
P  -0.214  -0.044  -0.855
N  1.026  -1.291  -1.005
C  2.407  -0.871  -0.918
C  3.551  -1.844  -1.236
O  3.701  -2.596  -0.036
C  2.388  -2.830  0.539
C  1.703  -1.491  0.295
N  -1.425  -0.580  0.297
C  -2.831  -0.238  0.137
C  -3.787  -0.576  1.293
O  -4.133  -1.940  1.119
C  -2.949  -2.605  0.685
C  -2.289  -1.607  -0.276
N  0.624  1.381  -0.246
C  0.511  2.653  -0.981
C  1.411  3.859  -0.613
O  0.950  4.364  0.623
C  0.273  3.356  1.323
C  -0.274  2.356  0.315
H  2.664  0.177  -0.983
H  4.498  -1.303  -1.459
H  3.324  -2.449  -2.098
H  1.892  -3.624  -0.011
H  2.429  -3.121  1.615
H  1.546  -0.837  1.153
H  -3.234  0.379  -0.682
H  -4.660  0.059  1.339
H  -3.238  -0.476  2.236
H  -2.288  -2.780  1.530
H  -3.139  -3.586  0.198
H  -2.305  -1.848  -1.371
H  -0.033  2.686  -1.945
H  1.321  4.621  -1.372
H  2.442  3.507  -0.502
H  0.959  2.823  2.010
H  -0.561  3.805  1.855
H  -1.370  2.238  0.209

Energy relative to the best compared isomer or geometry (same formula, charge and spin) ... 0.00 kcal/mol
Highest occupied orbital energy ... -9.605 eV
SMILES ... O=P(N1[C@@H]2COC[C@@H]21)(N1[C@@H]2COC[C@@H]21)N1[C@@H]2COC[C@@H]21
Kohn-Sham gap ... 10.3357 eV
E_tot ... -1274.5117 Ha
LUMO energy ... 0.73 eV


No. 4
Formula: C12H18N5OOs
Source: the Open Molecules 2025 dataset
Level of theory: ωB97M-V/def2-TZVPD

CARTESIAN COORDINATES (ANGSTROEM)
Os  0.052  -0.073  0.891
C  -2.127  -0.758  -0.857
C  -2.819  0.111  0.167
N  -1.806  0.968  0.839
C  -1.564  2.262  0.106
C  -0.094  2.602  0.060
C  0.429  3.873  0.014
C  1.814  4.029  -0.053
C  2.643  2.908  -0.079
C  2.071  1.656  -0.040
C  2.862  0.372  -0.139
N  2.096  -0.819  0.403
C  2.148  -1.936  -0.552
C  -0.342  -2.471  -0.974
N  -1.055  -1.512  -0.109
N  0.725  1.517  0.027
H  -1.625  -0.186  -1.637
H  -2.845  -1.436  -1.325
H  -3.292  -0.508  0.932
H  -3.611  0.698  -0.300
H  -2.139  1.179  1.778
H  -2.148  3.068  0.549
H  -1.917  2.141  -0.921
H  -0.227  4.732  0.044
H  2.246  5.021  -0.073
H  3.719  3.014  -0.126
H  3.823  0.468  0.364
H  3.082  0.193  -1.194
H  2.541  -1.109  1.273
H  3.061  -2.531  -0.482
H  2.071  -1.544  -1.564
H  -0.912  -3.390  -1.124
H  -0.156  -2.013  -1.944
H  -1.568  -2.062  0.592
O  1.263  -4.991  0.643
C  1.126  -3.985  0.160
N  0.974  -2.838  -0.390

Highest occupied orbital energy ... -18.804 eV
Kohn-Sham gap ... 7.9761 eV
Total charge ... +3
E_tot ... -906.6527 Ha
LUMO energy ... -10.83 eV